[1]
Formula: C5H15N5
Source: the OMol25 dataset
Level of theory: ωB97M-V/def2-TZVPD

Results
- energy above the lowest of the compared OMol25 structures with the same formula, charge and spin (kJ/mol) = 111.3
- HOMO-LUMO gap (eV) = 5.0
- net charge = +2
- HOMO energy (eV) = -14.1

Atoms and positions in Å:
C: 3.1438 0.8613 0.1665
C: 2.7564 -0.3784 0.6231
C: 2.1386 1.8696 -0.0800
C: 4.6564 1.0743 0.1458
C: 0.4845 -1.5402 -0.3234
N: 3.4737 -1.3679 1.1884
N: 2.4520 3.1203 -0.2277
N: -9.9580 -0.4955 -1.3847
N: 0.9557 -0.6672 0.6930
N: -9.0196 -1.1092 -0.8097
H: 1.0911 1.4913 -0.0529
H: 5.1276 0.7080 -0.7626
H: 4.9340 0.5108 1.0416
H: 4.9095 2.1308 0.2759
H: -0.5173 -1.7081 -0.1900
H: 0.6584 -1.0402 -1.3614
H: 0.9357 -2.5312 -0.1508
H: 4.4445 -1.0656 1.1282
H: 2.8498 -1.9928 1.7682
H: 3.2900 3.7113 -0.2535
H: 1.6057 3.7642 -0.3581
H: -10.8196 -0.9115 -1.6533
H: -9.6887 0.4787 -1.6067
H: 0.8562 -1.0902 1.6368
H: -9.1314 -2.1340 -0.4772



[2]
Formula: C33H96N12O15
Source: the OMol25 dataset
Level of theory: ωB97M-V/def2-TZVPD

Results
- energy above the lowest of the compared OMol25 structures with the same formula, charge and spin (kJ/mol) = 0.0
- HOMO-LUMO gap (eV) = 9.2
- net charge = 0
- HOMO energy (eV) = -9.0

Atoms and positions in Å:
C: -4.5705 -0.1889 -1.5327
O: -3.3808 -0.2107 -1.6443
N: -5.3157 0.7223 -2.0851
N: -5.3790 -1.0997 -1.0139
H: -5.0056 1.6772 -2.1954
H: -6.2754 0.5176 -2.3241
H: -4.8450 -1.8981 -0.7016
H: -6.3756 -1.1289 -0.8524
C: -0.2959 4.0037 -3.2907
O: 0.7493 4.3452 -2.8466
N: -1.2000 3.3364 -2.5789
N: -0.7006 4.2091 -4.5004
H: -0.7759 2.7140 -1.9060
H: -2.0849 3.0872 -2.9971
H: 0.0007 4.3479 -5.2138
H: -1.5499 3.7202 -4.7449
C: 0.5791 -4.5660 0.8283
O: 0.9800 -3.4489 1.1305
N: -0.2865 -5.2508 1.5593
N: 0.8529 -5.1395 -0.2664
H: -0.8915 -5.9317 1.1229
H: -0.5237 -4.7569 2.4078
H: 0.5786 -6.0861 -0.4874
H: 1.6035 -4.6747 -0.7570
C: -1.5800 -3.2265 3.9424
O: -0.8068 -4.0810 4.3007
N: -1.3393 -2.2556 3.0901
N: -2.6899 -3.1589 4.5981
H: -0.5754 -2.3223 2.4327
H: -2.2116 -1.8114 2.8416
H: -2.7553 -3.7637 5.4043
H: -3.1862 -2.2794 4.6065
C: 0.1491 -1.6686 -4.7725
O: -0.9950 -1.9593 -4.6174
N: 1.0226 -2.3068 -5.5172
N: 0.7432 -0.6020 -4.3666
H: 1.9009 -1.8801 -5.7752
H: 0.6185 -3.1159 -5.9668
H: 0.4459 -0.1499 -3.5138
H: 1.7488 -0.6201 -4.4585
C: 3.7012 1.1609 -4.4327
O: 3.4101 0.1046 -4.9750
N: 4.8729 1.4566 -4.0042
N: 2.9270 2.1301 -4.0451
H: 5.2303 2.2928 -3.5648
H: 5.5399 0.8061 -4.3943
H: 1.9317 1.9813 -3.9595
H: 3.3232 2.8545 -3.4633
C: -4.8269 -4.9135 -1.5522
C: -3.4154 -4.2709 -1.4036
C: -2.8086 -3.4381 -2.5471
O: -3.5498 -3.3790 -0.2818
H: -5.6400 -4.3671 -2.0301
H: -5.2850 -5.1423 -0.5900
H: -4.6872 -5.8305 -2.1247
H: -2.6743 -5.0402 -1.1866
H: -2.3006 -3.9962 -3.3337
H: -2.2133 -2.6432 -2.0978
H: -3.5179 -2.7075 -2.9358
H: -2.6501 -3.0988 -0.0984
C: 2.8291 -3.4529 -2.9645
C: 3.8519 -4.1785 -2.1389
C: 4.0744 -3.2825 -0.8833
O: 3.4732 -5.3973 -1.7577
H: 3.2336 -2.5597 -3.4407
H: 1.9148 -3.2955 -2.3923
H: 2.4960 -4.0397 -3.8205
H: 4.8512 -4.2046 -2.5734
H: 4.8141 -3.6315 -0.1627
H: 3.1118 -3.2107 -0.3770
H: 4.4136 -2.2974 -1.2038
H: 3.8238 -5.8936 -2.5009
C: -3.0406 3.9742 0.9705
C: -4.0739 4.3412 -0.1632
C: -5.4097 4.5883 0.5137
O: -3.6005 5.4552 -0.8486
H: -3.0125 4.8564 1.6101
H: -2.0667 3.7879 0.5179
H: -3.3730 3.1137 1.5511
H: -4.2379 3.4776 -0.8077
H: -5.7715 3.6042 0.8117
H: -6.1729 4.9260 -0.1874
H: -5.3283 5.3467 1.2923
H: -4.3665 5.9900 -1.0696
C: 1.5549 0.2034 -0.9220
C: 0.0237 -0.1103 -0.6668
C: -0.6624 0.7900 0.4408
O: -0.5442 0.2330 -1.9220
H: 2.0044 -0.4193 -1.6954
H: 2.2228 0.2884 -0.0648
H: 1.5280 1.1681 -1.4288
H: -0.0343 -1.1881 -0.5153
H: -0.5567 1.8415 0.1737
H: -0.3596 0.4498 1.4310
H: -1.7398 0.6250 0.4532
H: -1.4920 0.0819 -1.9434
C: -5.1083 -2.0370 2.2607
C: -4.6510 -0.5585 2.3542
C: -5.6635 0.6398 2.1820
O: -4.0545 -0.4919 3.6069
H: -5.2756 -2.3518 1.2306
H: -6.0069 -2.1261 2.8713
H: -4.4241 -2.7969 2.6383
H: -3.9237 -0.5351 1.5427
H: -6.2491 0.5698 1.2653
H: -5.3386 1.6442 2.4533
H: -6.4609 0.4238 2.8931
H: -4.6708 -0.0786 4.2160
C: 4.2766 6.2570 -1.1427
C: 4.0425 4.7211 -1.1780
C: 3.0366 4.1543 -0.1696
O: 3.5275 4.3858 -2.4553
H: 4.4480 6.5848 -0.1174
H: 3.4013 6.7675 -1.5445
H: 5.1753 6.5268 -1.6974
H: 4.8940 4.0448 -1.1023
H: 3.6460 3.9244 0.7044
H: 2.5301 3.1962 -0.2860
H: 2.2831 4.9414 -0.1441
H: 2.5876 4.5813 -2.4620
C: 2.0660 -0.4185 3.1688
C: 1.8723 -0.9677 4.5724
C: 2.6665 -2.3080 4.7830
O: 2.1980 -0.0320 5.5917
H: 3.1300 -0.4402 2.9330
H: 1.8155 0.5957 2.8579
H: 1.6658 -1.0047 2.3416
H: 0.8324 -1.2664 4.7051
H: 2.3676 -2.9260 5.6296
H: 3.7266 -2.0690 4.8676
H: 2.6246 -2.7927 3.8076
H: 3.1368 -0.0308 5.7925
C: -0.3174 2.9931 4.7817
C: -1.1643 1.7929 4.3366
C: -1.6423 1.0275 5.5799
O: -2.1948 2.3849 3.7113
H: 0.0042 3.6037 3.9380
H: 0.5255 2.4721 5.2359
H: -0.7080 3.6568 5.5530
H: -0.6586 1.1299 3.6347
H: -0.8257 0.6964 6.2215
H: -2.1481 0.1251 5.2364
H: -2.2796 1.5895 6.2626
H: -2.8735 1.7210 3.5692
C: 6.7157 1.8082 -1.1707
C: 6.5786 0.8830 0.0761
C: 5.3498 -0.0071 -0.0927
O: 7.7465 0.1219 -0.0175
H: 7.1299 1.2307 -1.9972
H: 7.4818 2.5627 -0.9922
H: 5.7626 2.2129 -1.5111
H: 6.4447 1.5007 0.9641
H: 4.3995 0.4619 -0.3479
H: 5.1942 -0.7390 0.6999
H: 5.5905 -0.5359 -1.0149
H: 7.6426 -0.4584 0.7402



[3]
Formula: C6H13Cl2NSi2
Source: the OMol25 dataset
Level of theory: ωB97M-V/def2-TZVPD

Results
- SMILES string = C=C[Si@@](C)(Cl)/N=[SiH]/C.C#C.Cl
- energy above the lowest of the compared OMol25 structures with the same formula, charge and spin (kJ/mol) = 534.4
- HOMO-LUMO gap (eV) = 9.6
- net charge = 0
- HOMO energy (eV) = -9.7

Atoms and positions in Å:
C: -3.7513 1.3498 0.2706
C: -2.4716 1.1504 0.5781
Si: -1.7177 -0.5262 0.2243
C: -1.3495 -1.7375 1.6830
Cl: -3.0081 -1.5634 -0.9664
N: -0.1115 -0.0934 -0.4220
Si: 0.9097 -0.2291 -1.6726
C: 2.6571 0.6132 -1.7788
H: -4.2228 2.2811 0.4294
H: -4.3819 0.5346 -0.1387
H: -1.9289 2.0446 0.7253
H: -1.5277 -2.7140 1.3040
H: -0.2503 -1.6059 2.0343
H: -1.9904 -1.6078 2.5579
H: 0.5669 -0.9609 -2.9156
H: 3.1621 0.0025 -2.5667
H: 2.6836 1.5608 -2.1366
H: 3.2756 0.5214 -0.7670
C: 3.0740 -1.1389 1.3314
C: 4.1920 -0.9959 1.7418
H: 2.1337 -1.1328 1.0062
H: 5.2375 -1.0136 2.0172
Cl: -0.4390 3.1186 -1.6682
H: -0.7412 2.1424 -0.8708



[4]
Formula: C3H8LaO2
Source: the OMol25 dataset
Level of theory: ωB97M-V/def2-TZVPD

Results
- 2S+1 = 2
- HOMO-LUMO gap (spin up / spin down) (eV) = 6.2 / 9.0
- net charge = +2
- HOMO energy (spin up / spin down) (eV) = -16.1 / -18.9

Atoms and positions in Å:
H: -4.0707 -0.8327 -1.0986
O: -0.8429 0.6208 -1.1093
C: -0.6222 1.3955 0.0453
C: 0.8587 1.7057 0.2171
O: 1.3565 2.1719 -1.0494
C: 2.6912 2.6708 -1.0092
La: 0.1981 1.1159 -2.9268
H: -0.9667 0.8498 0.9378
H: -1.1909 2.3384 -0.0016
H: 1.4293 0.8072 0.4991
H: 1.0137 2.4883 0.9731
H: 2.9623 2.9733 -2.0256
H: 2.7358 3.5387 -0.3386
H: 3.3741 1.8863 -0.6556



[5]
Formula: C4H9N2S
Source: the OMol25 dataset
Level of theory: ωB97M-V/def2-TZVPD

Results
- 2S+1 = 3
- energy above the lowest of the compared OMol25 structures with the same formula, charge and spin (kJ/mol) = 100.9
- HOMO-LUMO gap (spin up / spin down) (eV) = 5.7 / 8.1
- net charge = +1
- HOMO energy (spin up / spin down) (eV) = -9.4 / -14.1

Atoms and positions in Å:
C: -0.9137 0.1057 -1.2276
C: -0.0117 1.1559 -0.5818
C: 0.7008 -0.3968 1.1756
C: 0.2108 -1.5178 0.2650
N: -0.5411 -1.2499 -0.9121
N: 0.0036 0.8866 0.8818
S: 1.0813 -1.7966 -1.2793
H: -1.9500 0.2307 -0.8923
H: -0.9037 0.2136 -2.3138
H: 1.0081 1.0715 -0.9651
H: -0.3904 2.1591 -0.7761
H: 0.5357 -0.6693 2.2195
H: 1.7729 -0.2439 1.0249
H: -0.0910 -2.4240 0.7819
H: 0.4601 1.6498 1.3933
H: -0.9716 0.8254 1.2061



Number 1: energy -12858.758 eV, F_max 5.72 eV/A. Number 2: energy -84372.713 eV, F_max 6.87 eV/A. Number 3: energy -48721.940 eV, F_max 5.09 eV/A. Number 4: energy -8174.920 eV, F_max 2.82 eV/A. Number 5: energy -18097.961 eV, F_max 2.41 eV/A.